(1)
115
Properties=species:S:1:pos:R:3:forces:R:3 method="wB97M-V/def2-TZVPD" charge=-1 homo_lumo_gap_ev=6.01 homo_energy_ev=-4.3 energy_ha=-6584.7889
Rb 0.164699 -1.036603 0.208777 -0.1 0.0 -0.1
S 0.454830 2.272926 0.205961 0.1 -0.6 0.5
C -0.305873 3.194797 -0.877317 -0.3 0.5 -1.2
N -0.362068 4.544675 -0.792128 -0.8 0.6 -1.2
C -0.890051 5.362863 -1.912194 -0.3 0.0 1.1
C -2.158752 4.716244 -2.402030 -0.3 0.3 -0.2
N -1.817644 3.369941 -2.854887 -0.6 0.2 0.2
C -2.591800 2.886410 -4.003046 0.0 -0.3 0.1
C -2.203410 3.633251 -5.253667 0.3 -0.1 0.0
C -3.094155 4.348038 -6.030865 -0.1 -0.1 0.2
C -2.677535 5.003941 -7.176894 0.0 0.2 -0.3
C -1.358790 4.935869 -7.575467 0.3 -0.3 0.2
C -0.437303 4.262466 -6.770889 0.0 0.2 -0.4
C -0.862949 3.617852 -5.622944 0.2 0.0 -0.3
C -0.957411 2.602576 -2.175327 0.5 -0.2 0.6
S -0.507567 1.088432 -2.670268 0.0 0.0 -0.1
C 0.206287 5.280574 0.301350 0.5 0.5 0.7
C 1.544218 5.888114 -0.055940 0.1 -0.1 -0.1
C 1.737119 7.271843 -0.118062 -0.7 -0.2 0.4
C 2.964316 7.787843 -0.460851 0.8 0.2 -0.2
C 4.029887 6.933377 -0.742512 0.2 0.3 -0.3
C 3.836670 5.559763 -0.731103 -0.1 0.0 0.4
C 2.599754 5.032099 -0.367229 0.3 0.2 -0.3
H -0.200623 5.434509 -2.735281 0.6 -0.1 -0.4
H -1.023785 6.396274 -1.540118 -0.2 -0.6 -0.1
H -2.561680 5.269850 -3.265729 0.2 -0.2 0.2
H -2.946656 4.692788 -1.634891 0.2 -0.1 0.0
H -3.664927 2.984967 -3.794635 0.2 0.1 0.1
H -2.369992 1.815642 -4.097196 -0.1 0.3 -0.1
H -4.127096 4.363792 -5.745143 -0.5 0.1 0.1
H -3.365515 5.596499 -7.766270 -0.2 -0.2 0.0
H -1.049605 5.340190 -8.528587 0.1 0.3 0.1
H 0.603777 4.260073 -7.083548 -0.1 -0.2 0.2
H -0.175571 3.046992 -5.023455 0.3 -0.1 0.2
H 0.320170 4.580780 1.126705 0.0 0.1 0.1
H -0.456223 6.097028 0.621164 -0.2 -0.3 -0.2
H 0.925631 7.957657 0.153326 0.2 -0.3 -0.2
H 3.111390 8.861567 -0.529343 0.0 -0.1 0.1
H 5.014242 7.340672 -1.010112 -0.5 -0.1 0.1
H 4.661537 4.898089 -0.957918 0.0 -0.1 0.0
H 2.461266 3.956155 -0.354496 -0.1 0.1 0.1
F -6.214693 0.898051 3.953385 0.0 -0.4 0.3
C -5.196535 1.511767 3.296872 -0.3 0.8 -0.4
F -4.992377 2.661687 4.001800 0.3 0.0 0.1
F -5.757541 1.913794 2.148334 0.4 -0.3 -0.2
C -3.950049 0.656143 3.258068 -0.7 -0.5 0.7
C -3.786364 -0.073979 4.437765 -0.2 0.0 0.1
C -2.691517 -0.903363 4.614656 0.1 0.1 0.5
C -1.819979 -0.968602 3.542897 0.0 -0.4 0.1
N -1.971398 -0.325526 2.406302 0.2 0.2 -0.7
C -3.004950 0.540620 2.202491 -0.1 0.3 0.4
S -3.082610 1.462069 0.771423 0.1 -0.1 -0.3
H -4.538370 0.002217 5.226837 0.3 0.1 -0.2
H -2.476185 -1.433280 5.554538 -0.3 0.2 -0.6
H -0.969410 -1.635836 3.588092 0.2 -0.1 0.0
C -3.777090 -3.319526 -2.140118 0.1 -0.2 0.5
C -4.617899 -3.068544 -0.854642 0.0 -0.1 -0.2
C -3.710764 -2.170649 -0.001098 -0.1 0.4 -0.8
O -2.390479 -2.493303 -0.437713 0.3 0.0 -0.3
C -2.467216 -2.566239 -1.878493 -0.4 0.0 0.5
H -4.284891 -2.996399 -3.037660 -0.1 0.2 -0.2
H -3.568378 -4.382731 -2.256512 0.0 0.0 0.0
H -4.836375 -4.016672 -0.353532 0.1 0.1 0.0
H -5.575323 -2.596460 -1.075703 0.0 0.1 0.0
H -3.788699 -2.338090 1.069213 0.1 0.0 0.1
H -3.904445 -1.101509 -0.222846 0.1 -0.4 0.3
H -1.578772 -3.054751 -2.264528 0.2 -0.2 0.1
H -2.501564 -1.558696 -2.297723 -0.1 0.2 0.1
O 2.732057 0.690466 -1.459547 -0.2 -0.2 -0.4
H 1.869529 0.894402 -1.865034 0.3 0.0 0.2
H 2.869296 -0.246695 -1.706183 -0.1 0.1 0.1
C 6.116775 -0.739586 4.195123 -0.7 0.0 0.1
C 4.805602 -0.462985 3.475130 0.2 0.0 0.2
C 3.574168 -0.790429 4.029189 0.0 -0.4 0.4
C 2.424887 -0.611882 3.282602 -0.7 -0.2 -0.1
N 2.408808 -0.104577 2.050152 0.2 0.2 0.1
C 3.581120 0.296742 1.535734 -0.2 -0.2 0.5
C 4.780245 0.122263 2.214733 0.4 0.0 -0.3
H 5.989061 -1.490578 4.970944 -0.1 -0.1 0.0
H 6.504886 0.143187 4.681054 0.0 0.4 0.1
H 6.881577 -1.084887 3.521548 0.2 -0.2 -0.4
H 3.474961 -1.247532 5.018238 0.2 0.2 -0.3
H 1.451055 -0.944556 3.687678 0.6 0.3 -0.2
H 3.532939 0.731042 0.545723 0.0 0.0 -0.1
H 5.724523 0.383426 1.734671 -0.3 0.1 0.0
O 1.026244 -3.692581 -2.046300 -0.1 0.1 -0.3
C 2.099388 -3.223124 -1.618770 -0.3 -0.7 0.9
O 2.617628 -2.114996 -1.802710 0.2 1.0 -0.4
C 2.803317 -4.094873 -0.564162 0.2 0.1 0.1
C 3.564778 -3.501295 0.449536 -0.5 -0.2 -0.6
C 4.006678 -4.274154 1.495857 0.0 -0.1 0.6
C 3.702898 -5.626955 1.529046 0.5 0.2 0.7
C 2.977120 -6.235258 0.536183 -0.1 -0.1 -0.1
C 2.545469 -5.457460 -0.515374 -0.1 0.3 -0.2
N 4.087721 -6.422785 2.725183 0.0 0.7 0.2
O 3.609847 -7.541389 2.830532 0.2 0.1 0.0
O 4.820278 -5.904169 3.564189 -0.5 -0.5 -0.7
H 3.709730 -2.427721 0.430449 0.1 -0.1 0.0
H 4.458586 -3.816120 2.358895 0.3 0.0 0.1
H 2.708645 -7.267346 0.634458 0.0 -0.4 -0.1
H 1.944748 -5.860399 -1.308647 -0.2 -0.2 -0.2
C -0.152850 -6.947397 2.834274 -0.1 -0.6 0.0
As -0.607692 -5.187224 2.167910 0.0 0.4 -0.3
C -2.373203 -4.740010 2.825830 -0.1 -0.3 0.0
C -0.909643 -5.414305 0.270549 -0.4 -0.1 0.2
S 0.775209 -3.684822 2.601317 0.0 -0.2 0.2
H -0.812070 -7.734938 2.418489 0.2 0.5 0.1
H -0.201360 -6.989132 3.923847 -0.1 0.2 -0.1
H 0.874060 -7.179081 2.546187 0.0 0.1 -0.1
H -3.083861 -5.539642 2.571369 0.1 0.3 0.1
H -2.640090 -3.800343 2.348390 -0.1 0.0 -0.2
H -2.363526 -4.550701 3.895406 0.1 -0.2 0.1
H -1.901946 -5.864481 0.157075 0.1 0.2 -0.1
H -0.178419 -6.089363 -0.146320 0.3 -0.1 -0.1
H -0.844115 -4.448768 -0.233485 -0.1 -0.1 0.1


(2)
103
Properties=species:S:1:pos:R:3:forces:R:3 method="wB97M-V/def2-TZVPD" charge=+3 homo_lumo_gap_ev="5.22 / 6.18" s_squared=2.059 multiplicity=3 homo_energy_ev="-15.6 / -16.1" energy_ha=-3061.5659
W 0.579735 -0.204231 -0.649627 -0.4 -0.1 0.3
C -2.978350 0.327329 0.993507 0.1 -0.1 0.0
C -3.623071 -0.884807 0.327219 0.1 0.0 0.1
C -2.633182 -1.994788 -0.042850 -0.2 0.2 0.0
Sb -1.489705 -1.667198 -1.822762 0.6 -0.4 0.4
C 0.438967 -2.493132 -1.080230 -0.3 -0.3 0.0
C 0.408744 -3.465045 -0.069828 0.1 0.1 0.1
C 1.569788 -4.106139 0.325093 0.0 0.0 0.0
C 2.793244 -3.736344 -0.227619 0.0 0.0 0.0
C 2.842497 -2.811603 -1.261761 0.1 0.0 0.1
C 1.665620 -2.223934 -1.729403 -0.1 -0.5 -0.2
C -2.013778 -3.330256 -2.996143 -0.1 0.3 -0.3
C -3.332419 -3.767486 -2.919296 0.1 -0.1 -0.1
C -3.699692 -4.884470 -3.661835 0.0 0.0 0.0
C -2.768014 -5.521455 -4.469472 0.0 0.0 0.0
C -1.460170 -5.053194 -4.550560 0.0 0.0 0.0
C -1.071735 -3.939680 -3.820435 -0.2 -0.1 0.0
Sb -1.530973 1.433848 -0.121202 -0.3 0.1 0.3
C -1.218438 3.031950 1.192050 0.0 0.1 0.0
C -0.358503 2.854385 2.274326 -0.1 0.1 0.1
C -0.229467 3.865970 3.217981 0.0 0.0 0.0
C -0.955497 5.042546 3.074698 0.0 0.0 0.0
C -1.817485 5.210312 1.998699 0.0 0.0 0.0
C -1.958175 4.203696 1.049496 0.2 0.1 0.0
C -2.718817 2.144927 -1.682098 -0.1 0.1 -0.1
C -2.155156 2.582452 -2.876633 -0.2 0.0 -0.1
C -2.963793 3.085227 -3.887171 0.0 0.0 0.0
C -4.340433 3.148153 -3.704585 0.0 0.0 0.0
C -4.906748 2.713624 -2.514028 0.0 0.0 0.0
C -4.099688 2.211057 -1.499789 0.0 0.1 -0.1
H -2.455365 0.050669 1.910293 0.0 0.0 0.1
H -3.719102 1.081023 1.259039 -0.1 0.0 0.1
H -4.220021 -0.577064 -0.533529 0.0 0.0 0.0
H -4.334244 -1.312904 1.038764 0.0 0.0 0.0
H -3.124430 -2.953104 -0.203461 -0.1 0.0 0.1
H -1.881886 -2.108325 0.740196 0.0 0.0 0.1
H -0.520203 -3.707207 0.430636 0.0 0.0 0.0
H 1.528625 -4.873270 1.088503 0.0 0.0 0.0
H 3.704932 -4.208940 0.115431 0.0 0.0 0.0
H 3.779402 -2.600470 -1.762097 0.0 0.0 0.0
H 1.700496 -1.793187 -2.721593 0.0 0.2 0.0
H -4.072924 -3.268841 -2.305400 0.0 0.0 0.0
H -4.717661 -5.248424 -3.610401 0.0 0.0 0.0
H -3.063046 -6.388574 -5.045516 0.0 0.0 0.0
H -0.740449 -5.556948 -5.182405 0.0 0.0 0.0
H -0.048782 -3.590199 -3.879450 0.0 0.0 0.0
H 0.169313 1.916805 2.413514 0.0 -0.1 0.0
H 0.420319 3.733429 4.074867 0.0 0.0 0.0
H -0.858591 5.828342 3.812779 0.0 0.0 0.0
H -2.385147 6.126065 1.897937 0.0 0.0 0.0
H -2.627197 4.348021 0.208497 0.0 0.0 0.0
H -1.085867 2.544780 -3.012814 0.1 0.0 0.0
H -2.526057 3.436834 -4.813301 0.0 0.0 0.0
H -4.972964 3.543606 -4.488702 0.0 0.0 0.0
H -5.977720 2.771282 -2.369033 0.0 0.0 0.0
H -4.560918 1.890388 -0.574631 0.0 0.0 0.0
C 3.324407 0.967640 2.997894 0.1 0.1 0.0
C 3.074609 2.171150 2.103510 0.0 -0.1 0.1
Sb 2.451163 1.704883 0.127993 0.1 0.0 0.1
C 4.293897 1.024729 -0.718478 0.0 0.1 0.0
C 5.138298 2.145240 -1.324993 0.1 -0.1 0.0
C 2.086118 3.628371 -0.702892 0.0 0.1 0.1
C 2.783780 4.739266 0.084136 -0.1 0.0 -0.1
H 3.671565 1.303859 3.976218 0.0 0.0 0.0
H 4.088843 0.301223 2.594616 0.0 0.0 0.0
H 2.410732 0.397274 3.141759 0.0 0.0 0.0
H 3.988067 2.741925 1.921968 0.0 0.0 0.0
H 2.335839 2.850699 2.518506 0.0 0.0 0.0
H 4.049540 0.259882 -1.453238 0.0 0.0 -0.1
H 4.811505 0.531097 0.105543 0.0 0.0 0.0
H 4.627610 2.660242 -2.140043 0.0 0.0 0.0
H 6.059183 1.728557 -1.734024 0.0 0.0 0.0
H 5.426021 2.892826 -0.585983 0.0 0.0 0.0
H 1.003061 3.761164 -0.704318 0.0 0.0 0.0
H 2.425502 3.589272 -1.734375 0.1 0.1 0.0
H 2.428356 4.788206 1.113016 0.0 0.0 0.0
H 2.570113 5.703427 -0.378719 0.0 0.0 0.0
H 3.866967 4.620868 0.099149 0.0 0.0 0.0
F -0.804680 -3.937205 7.942337 -0.1 0.0 0.0
C 0.295805 -4.294586 7.273031 0.0 0.1 -0.1
F 1.350493 -4.103586 8.064025 0.0 0.0 0.0
F 0.206253 -5.599829 7.000796 0.0 -0.1 0.0
C 0.407012 -3.495679 5.987789 0.0 -0.1 0.0
C 1.529842 -2.727950 5.729884 0.0 0.0 0.0
C 1.614828 -2.005379 4.551873 0.0 0.0 0.0
C 0.571368 -2.063041 3.623536 0.0 0.1 -0.2
C -0.558492 -2.855177 3.890585 0.0 0.0 0.0
C -0.639232 -3.562298 5.071767 0.0 0.0 0.0
C 0.633940 -1.347475 2.391935 -0.2 -0.1 0.1
C 0.606512 -0.819905 1.276510 0.3 0.3 -0.2
H 2.334241 -2.692171 6.450688 0.0 0.0 0.0
H 2.493940 -1.411663 4.349027 0.0 0.0 0.0
H -1.369962 -2.897846 3.174221 0.0 0.0 0.0
H -1.510238 -4.167173 5.290812 0.0 0.0 0.0
C 0.093997 0.019566 -4.656985 -0.1 0.0 -0.1
Te 1.415733 0.811082 -3.207294 0.6 -0.1 -0.3
C 1.331394 2.804871 -3.934436 -0.1 0.0 0.1
H 0.515832 0.266114 -5.628384 -0.1 0.0 0.0
H -0.886020 0.467192 -4.515166 -0.1 -0.1 -0.1
H 0.056288 -1.061423 -4.544449 0.0 0.0 0.0
H 0.659154 3.441480 -3.373748 0.0 0.1 0.0
H 1.002192 2.684285 -4.963543 0.0 0.1 0.0
H 2.348801 3.180501 -3.905920 0.0 0.1 -0.1


(3)
107
Properties=species:S:1:pos:R:3:forces:R:3 method="wB97M-V/def2-TZVPD" charge=+1 homo_lumo_gap_ev="7.94 / 7.56" s_squared=0.756 multiplicity=2 homo_energy_ev="-10.1 / -10.1" energy_ha=-5275.7031
Rh -0.070303 0.213995 0.126868 -0.7 1.4 -0.5
C 3.577541 -1.488080 -1.405730 0.0 0.0 0.0
C 3.417989 -0.121811 -0.819355 -0.1 -0.2 -0.2
C 4.529411 0.652647 -0.539847 0.0 -0.1 0.0
C 4.352917 1.937734 -0.047480 0.0 0.1 0.0
C 3.081713 2.447097 0.090000 0.0 -0.1 -0.1
C 1.999383 1.645773 -0.301472 -0.2 0.0 0.1
N 2.165204 0.358096 -0.682378 0.0 0.1 0.3
N 0.669819 2.024186 -0.256220 0.7 -0.2 0.2
Si 0.286466 3.531686 -1.092589 0.0 0.0 0.0
C 1.147139 5.005681 -0.305223 0.0 0.0 0.0
C -1.513729 4.009759 -1.142708 0.0 0.0 0.0
C 0.896677 3.342032 -2.851221 0.0 0.0 0.0
H 4.629514 -1.756454 -1.485234 0.0 0.0 0.0
H 3.128648 -1.515328 -2.400027 0.0 0.0 0.0
H 3.076793 -2.233657 -0.799106 0.0 -0.1 0.0
H 5.516267 0.245497 -0.706278 0.0 0.0 0.0
H 5.209930 2.540270 0.227110 0.0 0.0 0.0
H 2.908223 3.427500 0.501782 0.0 0.0 0.0
H 1.092901 4.979567 0.785970 0.0 0.0 0.0
H 0.634389 5.913188 -0.632828 0.0 0.0 0.0
H 2.191768 5.104675 -0.600098 0.0 0.0 0.0
H -2.008559 4.000225 -0.172273 0.0 0.0 0.0
H -2.097777 3.434573 -1.859763 0.0 0.0 0.0
H -1.524936 5.044922 -1.494147 0.0 0.0 0.0
H 1.985045 3.254689 -2.887023 0.0 0.0 0.0
H 0.613016 4.201393 -3.463121 0.0 0.0 0.0
H 0.473130 2.446026 -3.311216 0.0 0.0 0.0
N -2.091942 0.548126 -2.257539 0.0 -0.1 0.1
C -2.611115 1.030779 -1.110805 0.1 0.1 0.0
N -1.940068 1.127216 0.009456 -0.2 -0.5 0.0
C -2.666782 1.836968 0.971496 0.1 0.2 0.0
C -2.199622 2.260153 2.208087 0.0 0.0 0.0
C -3.055502 2.967200 3.035060 0.0 0.0 0.0
C -4.357425 3.273213 2.638904 0.0 0.0 0.0
C -4.813593 2.904913 1.385060 0.0 0.0 0.0
C -3.949347 2.200649 0.561319 0.0 0.0 0.0
S -4.216600 1.693376 -1.084507 0.0 0.0 0.0
H -1.220770 0.037000 -2.196068 0.0 0.0 0.0
H -2.712675 0.290584 -3.005870 0.0 0.0 0.0
H -1.177682 2.069183 2.496928 0.0 0.0 0.0
H -2.698016 3.302818 3.999678 0.0 0.0 0.0
H -5.007298 3.827116 3.302121 0.0 0.0 0.0
H -5.807821 3.171824 1.053106 0.0 0.0 0.0
N -0.854754 -0.751822 4.459062 0.0 0.0 0.0
C -0.926751 -0.964918 3.124926 0.1 -0.2 0.0
N -0.140675 -0.180521 2.437126 -0.2 0.1 -0.1
C 0.501040 0.614979 3.386365 0.0 0.1 0.0
C 1.431727 1.639753 3.218309 0.0 0.0 0.0
C 1.894025 2.271350 4.354067 0.0 0.0 0.0
C 1.445351 1.905804 5.634396 0.0 0.0 0.0
C 0.518253 0.899977 5.813766 0.0 0.0 0.0
C 0.059239 0.266959 4.663161 0.0 0.0 0.0
H -1.368087 -1.256140 5.161061 0.0 0.0 0.0
H -1.562625 -1.730090 2.712055 0.0 0.0 0.0
H 1.768487 1.931554 2.233579 0.0 0.0 0.0
H 2.618148 3.069515 4.259240 0.0 0.0 0.0
H 1.834513 2.427096 6.498258 0.0 0.0 0.0
H 0.168898 0.620234 6.798420 0.0 0.0 0.0
C -3.778699 -2.144964 -1.408622 0.0 0.0 0.0
Si -2.913582 -2.178197 0.253700 0.1 0.1 -0.1
C -3.310486 -3.874304 0.920934 0.1 0.0 -0.1
C -3.824287 -1.020816 1.414016 0.0 0.0 0.0
O -1.242197 -1.782702 0.091533 0.1 -0.6 0.7
H -4.645793 -2.802069 -1.298966 0.0 0.0 0.0
H -3.194829 -2.542030 -2.238209 0.0 0.0 0.0
H -4.164869 -1.164097 -1.681499 0.0 0.0 0.0
H -4.405177 -3.852933 0.949277 0.0 0.0 0.0
H -2.954244 -4.093506 1.925853 0.0 0.0 0.0
H -3.012273 -4.694823 0.273269 0.0 0.0 0.0
H -4.495825 -1.634112 2.019501 0.0 0.0 0.0
H -4.449686 -0.326336 0.853768 0.0 0.0 0.0
H -3.221761 -0.424028 2.095371 0.0 0.0 0.0
C 0.904323 -3.923239 -4.409876 0.0 0.0 0.0
C 1.766608 -4.429011 -3.445967 0.0 0.0 0.0
C 1.565539 -4.130665 -2.107292 -0.1 -0.1 0.0
C 0.496649 -3.328802 -1.703006 0.1 0.1 0.0
C -0.357848 -2.831480 -2.681678 0.0 0.1 0.0
C -0.159263 -3.122913 -4.026170 0.0 0.0 0.0
Ge 0.168445 -2.992685 0.192781 0.0 -0.6 -0.4
C 1.844090 -2.726442 1.204386 -0.2 -0.1 0.2
C 2.439758 -1.619859 1.801016 0.1 0.0 -0.1
C 3.669276 -1.721153 2.436206 0.0 0.0 0.0
C 4.340333 -2.932804 2.478519 0.0 0.0 0.0
C 3.764176 -4.048249 1.893737 0.0 -0.1 0.0
C 2.523702 -3.950390 1.279259 0.1 0.0 0.1
C -0.433425 -4.678069 0.978726 0.2 0.0 0.1
C -0.422948 -4.843258 2.363782 0.0 0.0 0.0
C -0.731891 -6.067113 2.937653 0.0 0.0 0.0
C -1.017083 -7.157430 2.126230 0.0 0.0 0.0
C -0.983715 -7.019240 0.746473 0.0 0.0 0.0
C -0.694299 -5.785860 0.177567 0.0 0.0 0.0
H 1.062113 -4.152977 -5.455342 0.0 0.0 0.0
H 2.598385 -5.056498 -3.738600 0.0 0.0 0.0
H 2.254625 -4.536943 -1.376487 0.0 0.0 0.0
H -1.192787 -2.208674 -2.391716 0.0 0.0 0.0
H -0.836842 -2.727186 -4.772442 0.0 0.0 0.0
H 1.975496 -0.652862 1.752338 0.0 0.0 0.0
H 4.102072 -0.838461 2.890624 0.0 0.0 0.0
H 5.302913 -3.008521 2.967181 0.0 0.0 0.0
H 4.268236 -5.005504 1.927177 0.0 0.0 0.0
H 2.085018 -4.854436 0.876298 0.0 0.0 0.0
H -0.142358 -4.015198 3.008707 0.0 0.0 0.0
H -0.728605 -6.178259 4.014428 0.0 0.0 0.0
H -1.247000 -8.117306 2.569723 0.0 0.0 0.0
H -1.182093 -7.873048 0.111624 0.0 0.0 0.0
H -0.675799 -5.691869 -0.902796 0.0 0.0 0.0